{
  "formula": "C24H24MnN6O4S2",
  "method": "ωB97M-V/def2-TZVPD",
  "multiplicity": 2,
  "homo_energy_ev": [-7.0, -7.0],
  "orbital_gap_ev": [6.76, 6.76],
  "de_lowest_kcal_mol": 0.0,
  "total_charge": 0,
  "molar_mass_g_mol": 579.566,
  "e_lumo_ev": [-0.2324, -0.2254],
  "energy_ev": -95397.864,
  "symbols": ["C", "C", "O", "H", "C", "H", "C", "H", "H", "C", "H", "C", "N", "S", "S", "H", "H", "O", "C", "H", "C", "H", "O", "H", "H", "C", "C", "C", "C", "N", "C", "H", "N", "H", "Mn", "H", "C", "C", "H", "N", "H", "H", "C", "H", "C", "C", "C", "O", "C", "N", "H", "C", "N", "H", "H", "H", "C", "C", "H", "H", "C"],
  "xyz": [[2.846497, -0.048774, -0.744568], [-0.832069, -0.143641, 3.010944], [-2.892440, 0.914077, -0.298190], [-2.701682, -3.983286, 0.443006], [0.013682, 3.085308, 0.712977], [-1.826184, -0.085908, 2.587095], [4.714248, -0.080091, 0.724158], [-0.220862, 5.011482, 3.698718], [1.091630, 5.824611, 1.796321], [-1.696506, -3.777018, 0.071954], [-3.927751, -0.872993, -1.552048], [-0.011753, 1.598820, -3.657436], [0.032854, 2.061694, -0.039492], [-0.095715, 4.708780, 0.029037], [0.183773, 3.030849, 2.457808], [2.400866, -0.048277, -1.730056], [-0.531473, 6.500921, 1.532348], [0.137993, 4.005590, -3.496332], [-0.001395, 1.363192, -2.194557], [4.179090, -0.041324, 2.802134], [-0.001706, 1.899826, -6.428324], [0.877205, -0.547770, 5.879695], [0.041112, 0.161132, -1.776722], [-4.451535, -1.449436, 0.018955], [-0.974025, -4.272184, 0.717703], [-3.690110, -1.575919, -0.754117], [4.218277, -0.092384, -0.563052], [0.046080, 5.580405, 1.615417], [-2.329546, -1.275638, -0.209171], [-1.942298, -0.064129, 0.045728], [0.068532, 3.014143, -5.618365], [4.874151, -0.133699, -1.421502], [0.169276, 0.006799, 2.143316], [0.127986, 4.012928, -6.032592], [0.000000, 0.044057, 0.143457], [2.738379, -0.320117, 4.252388], [-1.379625, -2.311202, 0.064066], [0.063222, 2.880439, -4.227613], [-1.469649, -0.463114, 5.026523], [-0.017510, 2.417630, -1.404328], [-3.739718, -2.591793, -1.135936], [5.780854, -0.102084, 0.906047], [0.673709, -0.393178, 4.827872], [-1.594329, 4.615679, 2.640634], [-0.508733, 4.682050, 2.700863], [1.711365, -0.264966, 3.922274], [-0.076470, 0.622266, -5.873535], [0.727128, -2.637874, 0.797171], [1.424100, -0.087398, 2.580677], [1.990530, -0.008550, 0.274914], [-0.133517, -0.252134, -6.508317], [2.465316, -0.034506, 1.521697], [-0.174267, -1.851144, 0.381162], [0.001267, 2.024109, -7.504660], [0.128746, 3.731463, -2.547068], [-2.373093, 1.731271, -0.311755], [3.821138, -0.049636, 1.782212], [-0.079184, 0.487194, -4.500191], [-1.603400, -4.217976, -0.924641], [-0.136360, -0.488886, -4.037281], [-0.625803, -0.343788, 4.361779]],
  "forces_ev_per_angstrom": [[-0.008, 0.053, -0.097], [-0.166, 0.130, -0.006], [0.197, 0.118, 0.082], [0.010, 0.024, -0.019], [0.200, 0.608, 0.262], [0.004, -0.027, -0.006], [0.051, 0.005, 0.191], [-0.005, 0.018, -0.013], [0.006, 0.002, 0.043], [0.023, 0.130, 0.104], [0.007, -0.011, 0.004], [0.015, 0.025, -0.022], [-0.125, 0.037, -1.070], [-0.114, 0.029, 0.034], [-0.040, -0.087, 0.101], [-0.020, -0.005, -0.001], [0.035, 0.007, 0.002], [0.012, -0.041, 0.073], [0.066, -0.178, -0.134], [0.032, -0.025, -0.054], [-0.005, -0.057, 0.011], [0.024, 0.013, -0.024], [-0.054, -0.058, -0.707], [0.007, -0.006, -0.011], [0.008, -0.025, 0.005], [-0.022, 0.077, 0.000], [-0.094, -0.018, -0.167], [-0.004, -0.031, -0.091], [-0.383, -0.280, -0.007], [-0.394, -0.202, -0.305], [-0.002, 0.029, 0.037], [-0.029, 0.012, 0.006], [-0.163, -0.395, 0.027], [0.000, -0.032, 0.012], [0.495, 0.894, 1.623], [-0.036, -0.039, 0.040], [-0.092, -0.309, 0.084], [-0.001, 0.008, -0.029], [-0.007, 0.006, -0.023], [0.000, 0.143, 0.230], [0.003, 0.000, 0.021], [-0.021, 0.006, 0.019], [0.220, 0.007, 0.042], [-0.014, 0.058, 0.019], [-0.005, -0.041, -0.004], [0.137, -0.010, 0.250], [-0.003, 0.042, -0.015], [0.156, 0.120, -0.045], [0.504, 0.018, -0.081], [0.214, 0.083, -0.161], [0.003, 0.022, 0.004], [-0.155, -0.053, 0.409], [-0.473, -0.763, -0.576], [0.000, -0.004, 0.018], [-0.027, 0.064, -0.063], [-0.050, -0.108, -0.038], [0.273, 0.007, 0.151], [-0.007, -0.019, -0.030], [-0.004, 0.001, 0.003], [0.000, 0.005, -0.002], [-0.180, 0.024, -0.103]]
}

---

{
  "formula": "C7H8",
  "method": "ωB97M-V/def2-TZVPD",
  "multiplicity": 1,
  "homo_energy_ev": -8.6,
  "orbital_gap_ev": 9.49,
  "de_lowest_kcal_mol": 129.1,
  "smiles": "C=C1C=CC1.C#C",
  "total_charge": 0,
  "molar_mass_g_mol": 92.141,
  "e_lumo_ev": 0.8719,
  "energy_ev": -7383.149,
  "symbols": ["H", "C", "C", "H", "H", "C", "H", "C", "H", "C", "C", "H", "H", "H", "C"],
  "xyz": [[-0.241781, 2.346674, 0.945667], [2.517456, 0.125926, -0.553731], [-0.578893, -0.601191, 0.834283], [-1.199837, -0.760066, 1.799430], [-1.398143, 2.733714, -0.323930], [-1.126506, 0.644801, 0.132881], [-2.315993, 0.106850, -1.678309], [3.079522, -0.913913, -0.284268], [-0.896644, -2.266169, -0.790135], [-1.253631, -1.364806, -0.311749], [-0.860248, 1.926832, 0.243640], [0.391753, -0.835737, 0.947537], [3.658646, -1.804991, -0.125168], [1.981548, 1.128300, -0.754661], [-1.759045, -0.190866, -0.806575]],
  "forces_ev_per_angstrom": [[1.542, 0.487, 1.850], [-0.518, 1.038, -0.014], [-4.923, -0.492, 1.417], [1.348, 0.147, -1.172], [0.530, -1.181, 0.063], [1.390, 0.078, 1.313], [-0.219, -0.261, -0.270], [-0.341, 1.111, -0.505], [-0.833, -0.400, 0.191], [0.776, 2.284, -0.848], [-2.145, 1.372, -1.738], [3.521, -0.120, 0.618], [-0.330, 0.294, 0.027], [1.194, -2.458, 0.464], [-0.992, -1.900, -1.395]]
}

---

{
  "formula": "C4H7N3",
  "method": "ωB97M-V/def2-TZVPD",
  "multiplicity": 1,
  "homo_energy_ev": -9.3,
  "orbital_gap_ev": 9.70,
  "de_lowest_kcal_mol": 85.4,
  "total_charge": 0,
  "molar_mass_g_mol": 97.121,
  "e_lumo_ev": 0.3946,
  "energy_ev": -8727.978,
  "symbols": ["H", "C", "H", "C", "H", "N", "N", "C", "H", "N", "H", "H", "H", "C"],
  "xyz": [[-1.915604, 0.613451, -1.474357], [1.927065, 0.254617, -0.266037], [1.504181, 0.892655, -1.045236], [-0.837252, -0.308866, 0.140215], [-2.839163, -0.568588, -0.534947], [0.615533, -1.788482, 0.805615], [-0.570729, -1.613741, 0.245725], [0.258307, 0.367368, 0.686580], [2.690824, 0.774499, 0.304508], [1.141712, -0.617247, 1.146837], [2.291376, -0.674628, -0.692298], [-2.511759, 1.044337, 0.134379], [0.339728, 1.396867, 1.013083], [-2.094219, 0.227760, -0.464065]],
  "forces_ev_per_angstrom": [[-0.030, -0.044, 0.119], [0.346, 0.055, -0.293], [0.002, -0.091, 0.143], [0.089, 0.013, 0.024], [0.135, 0.102, 0.022], [-0.040, 0.090, 0.049], [0.049, 0.185, -0.016], [-0.278, -0.024, 0.127], [-0.145, -0.075, -0.089], [-0.115, -0.045, 0.015], [-0.087, 0.131, 0.062], [0.077, -0.130, -0.081], [0.029, -0.177, -0.035], [-0.032, 0.009, -0.046]]
}

---

{
  "formula": "C4H5N2O",
  "method": "ωB97M-V/def2-TZVPD",
  "multiplicity": 1,
  "homo_energy_ev": -14.1,
  "orbital_gap_ev": 8.24,
  "de_lowest_kcal_mol": 94.2,
  "smiles": "C=C/C=C\\N=[N+]=O",
  "total_charge": 1,
  "molar_mass_g_mol": 97.097,
  "e_lumo_ev": -5.8847,
  "energy_ev": -9244.166,
  "symbols": ["H", "H", "H", "C", "N", "C", "N", "H", "C", "H", "O", "C"],
  "xyz": [[1.381167, 0.889691, 2.011222], [1.626577, -0.389642, -0.759574], [-0.835518, 0.203453, 2.134935], [1.008417, 0.430772, 1.105317], [-1.399500, -0.392815, -2.219227], [1.892716, 0.129891, 0.146791], [-1.063943, -0.284102, -1.140130], [2.935554, 0.369289, 0.273990], [-1.292633, -0.182967, 0.179926], [-2.318256, -0.398585, 0.464815], [-1.536822, -0.520375, -3.341896], [-0.397759, 0.145391, 1.143832]],
  "forces_ev_per_angstrom": [[0.039, 0.066, 0.017], [-0.055, -0.104, -0.162], [-0.144, -0.045, -0.106], [0.684, 0.132, -0.035], [0.958, 0.286, 2.141], [-0.450, 0.005, 0.173], [0.376, -0.080, -2.610], [0.114, 0.053, -0.001], [-0.871, 0.111, 2.785], [0.066, 0.018, -0.194], [-0.448, -0.189, -1.300], [-0.269, -0.253, -0.707]]
}

---

Copy entry 4 word for word.
{
  "formula": "C4H5N2O",
  "method": "ωB97M-V/def2-TZVPD",
  "multiplicity": 1,
  "homo_energy_ev": -14.1,
  "orbital_gap_ev": 8.24,
  "de_lowest_kcal_mol": 94.2,
  "smiles": "C=C/C=C\\N=[N+]=O",
  "total_charge": 1,
  "molar_mass_g_mol": 97.097,
  "e_lumo_ev": -5.8847,
  "energy_ev": -9244.166,
  "symbols": ["H", "H", "H", "C", "N", "C", "N", "H", "C", "H", "O", "C"],
  "xyz": [[1.381167, 0.889691, 2.011222], [1.626577, -0.389642, -0.759574], [-0.835518, 0.203453, 2.134935], [1.008417, 0.430772, 1.105317], [-1.399500, -0.392815, -2.219227], [1.892716, 0.129891, 0.146791], [-1.063943, -0.284102, -1.140130], [2.935554, 0.369289, 0.273990], [-1.292633, -0.182967, 0.179926], [-2.318256, -0.398585, 0.464815], [-1.536822, -0.520375, -3.341896], [-0.397759, 0.145391, 1.143832]],
  "forces_ev_per_angstrom": [[0.039, 0.066, 0.017], [-0.055, -0.104, -0.162], [-0.144, -0.045, -0.106], [0.684, 0.132, -0.035], [0.958, 0.286, 2.141], [-0.450, 0.005, 0.173], [0.376, -0.080, -2.610], [0.114, 0.053, -0.001], [-0.871, 0.111, 2.785], [0.066, 0.018, -0.194], [-0.448, -0.189, -1.300], [-0.269, -0.253, -0.707]]
}